A cluster of 5 separate species, C11H26N2O5S in total at a distorted geometry, computed with wB97M-V/def2-TZVPD.

As for the net charge: 0. Its HOMO energy is -9.76 eV. The spin multiplicity is 1. The relative energy (zero: lowest compared OMol25 entry of this formula, charge and spin) is 0.0 kJ/mol. As for the lowest unoccupied orbital energy: 0.5 eV.

Each line ends with the natural charge from an NBO analysis.
Cartesian coordinates (Å):
C (-19.298, 8.918, -26.274)  -0.62
C (-18.731, 7.651, -25.624)  -0.09
O (-19.184, 7.584, -24.289)  -0.71
S (-19.154, 6.145, -23.539)  2.36
C (-17.387, 5.979, -23.244)  -0.88
O (-19.853, 6.378, -22.303)  -0.91
O (-19.577, 5.143, -24.484)  -0.93
H (-18.949, 8.904, -27.312)  0.21
H (-18.995, 9.837, -25.782)  0.23
H (-20.385, 8.912, -26.386)  0.21
H (-19.015, 6.828, -26.285)  0.20
H (-17.641, 7.731, -25.710)  0.17
H (-17.174, 5.178, -22.541)  0.26
H (-17.090, 6.930, -22.813)  0.25
H (-16.988, 5.719, -24.221)  0.25
C (-16.129, 13.666, -27.791)  -0.72
C (-16.623, 12.373, -27.312)  0.32
N (-16.992, 11.341, -26.995)  -0.37
H (-16.854, 14.471, -27.749)  0.26
H (-15.854, 13.536, -28.840)  0.26
H (-15.209, 13.910, -27.263)  0.25
C (-26.111, 11.674, -27.043)  -0.72
C (-24.964, 12.125, -27.818)  0.30
N (-24.072, 12.554, -28.389)  -0.34
H (-26.999, 11.500, -27.641)  0.26
H (-26.327, 12.531, -26.394)  0.26
H (-25.857, 10.834, -26.404)  0.26
C (-19.990, 14.213, -29.739)  -0.63
C (-20.181, 13.022, -28.848)  -0.07
O (-19.217, 12.005, -29.086)  -0.73
H (-20.834, 14.897, -29.612)  0.22
H (-19.934, 13.913, -30.787)  0.21
H (-19.129, 14.829, -29.476)  0.20
H (-21.182, 12.575, -28.775)  0.18
H (-20.117, 13.397, -27.805)  0.14
H (-19.378, 11.302, -28.450)  0.47
C (-22.230, 11.902, -33.371)  -0.63
C (-22.960, 13.052, -34.078)  -0.06
O (-22.123, 14.171, -34.237)  -0.73
H (-21.434, 11.572, -34.038)  0.21
H (-22.884, 11.055, -33.165)  0.21
H (-21.824, 12.278, -32.433)  0.21
H (-23.869, 13.271, -33.505)  0.15
H (-23.320, 12.768, -35.067)  0.17
H (-22.146, 14.757, -33.479)  0.47



A structure of composition C11H27AlNO2, computed with wB97M-V/def2-TZVPD.

As for the net charge: -1. Its HOMO energy is -4.61 eV. The spin multiplicity is 1. As for the lowest unoccupied orbital energy: 3.2 eV.

Each line ends with the natural charge from an NBO analysis.
Cartesian coordinates (Å):
C (2.177, -3.175, 1.083)  -0.61
C (2.631, -1.726, 0.939)  -0.39
C (1.601, -0.856, 0.199)  -0.39
C (1.568, -1.048, -1.321)  -0.98
Al (0.420, 0.186, -2.452)  1.56
C (0.627, 2.120, -1.908)  -0.99
C (0.430, 2.464, -0.409)  -0.40
C (1.693, 3.016, 0.229)  -0.21
N (1.523, 3.261, 1.670)  -0.85
O (-1.330, -0.303, -2.390)  -0.94
C (-1.859, -0.266, -1.098)  -0.09
C (-3.332, -0.628, -1.164)  -0.07
O (-4.049, -0.453, 0.051)  -0.55
C (-3.511, -1.144, 1.156)  -0.06
C (-2.603, -0.270, 2.030)  -0.65
H (1.969, -3.607, 0.105)  0.21
H (1.278, -3.243, 1.694)  0.19
H (2.946, -3.787, 1.558)  0.19
H (3.580, -1.702, 0.403)  0.19
H (2.803, -1.320, 1.941)  0.18
H (1.828, 0.186, 0.429)  0.19
H (0.627, -1.096, 0.633)  0.18
H (2.593, -0.900, -1.686)  0.19
H (1.321, -2.091, -1.548)  0.19
H (0.880, 0.021, -4.011)  -0.46
H (-0.095, 2.693, -2.495)  0.21
H (1.617, 2.477, -2.213)  0.20
H (0.133, 1.584, 0.172)  0.17
H (-0.378, 3.190, -0.284)  0.19
H (1.948, 3.949, -0.274)  0.17
H (2.493, 2.293, 0.034)  0.16
H (2.397, 3.133, 2.159)  0.34
H (0.883, 2.567, 2.034)  0.35
H (-1.792, 0.737, -0.654)  0.14
H (-1.331, -0.971, -0.441)  0.14
H (-3.792, 0.036, -1.894)  0.19
H (-3.455, -1.652, -1.532)  0.15
H (-2.979, -2.038, 0.827)  0.16
H (-4.363, -1.485, 1.748)  0.17
H (-2.275, 0.590, 1.451)  0.23
H (-1.704, -0.816, 2.310)  0.21
H (-3.121, 0.074, 2.919)  0.20



Question: Look up the lowest unoccupied orbital energy of the second one.
Answer: 3.2 eV



What did the second record say?
A structure of composition C11H27AlNO2, computed with wB97M-V/def2-TZVPD.

As for the net charge: -1. Its HOMO energy is -4.61 eV. The spin multiplicity is 1. As for the lowest unoccupied orbital energy: 3.2 eV.

Each line ends with the natural charge from an NBO analysis.
Cartesian coordinates (Å):
C (2.177, -3.175, 1.083)  -0.61
C (2.631, -1.726, 0.939)  -0.39
C (1.601, -0.856, 0.199)  -0.39
C (1.568, -1.048, -1.321)  -0.98
Al (0.420, 0.186, -2.452)  1.56
C (0.627, 2.120, -1.908)  -0.99
C (0.430, 2.464, -0.409)  -0.40
C (1.693, 3.016, 0.229)  -0.21
N (1.523, 3.261, 1.670)  -0.85
O (-1.330, -0.303, -2.390)  -0.94
C (-1.859, -0.266, -1.098)  -0.09
C (-3.332, -0.628, -1.164)  -0.07
O (-4.049, -0.453, 0.051)  -0.55
C (-3.511, -1.144, 1.156)  -0.06
C (-2.603, -0.270, 2.030)  -0.65
H (1.969, -3.607, 0.105)  0.21
H (1.278, -3.243, 1.694)  0.19
H (2.946, -3.787, 1.558)  0.19
H (3.580, -1.702, 0.403)  0.19
H (2.803, -1.320, 1.941)  0.18
H (1.828, 0.186, 0.429)  0.19
H (0.627, -1.096, 0.633)  0.18
H (2.593, -0.900, -1.686)  0.19
H (1.321, -2.091, -1.548)  0.19
H (0.880, 0.021, -4.011)  -0.46
H (-0.095, 2.693, -2.495)  0.21
H (1.617, 2.477, -2.213)  0.20
H (0.133, 1.584, 0.172)  0.17
H (-0.378, 3.190, -0.284)  0.19
H (1.948, 3.949, -0.274)  0.17
H (2.493, 2.293, 0.034)  0.16
H (2.397, 3.133, 2.159)  0.34
H (0.883, 2.567, 2.034)  0.35
H (-1.792, 0.737, -0.654)  0.14
H (-1.331, -0.971, -0.441)  0.14
H (-3.792, 0.036, -1.894)  0.19
H (-3.455, -1.652, -1.532)  0.15
H (-2.979, -2.038, 0.827)  0.16
H (-4.363, -1.485, 1.748)  0.17
H (-2.275, 0.590, 1.451)  0.23
H (-1.704, -0.816, 2.310)  0.21
H (-3.121, 0.074, 2.919)  0.20



Question: Which value of spin multiplicity does entry 1 give?
Answer: 1